Entry 1:
8
Properties=species:S:1:pos:R:3:forces:R:3 method="wB97M-V/def2-TZVPD" homo_energy_ev="-8.6 / -8.7" orbital_gap_ev="7.970 / 7.883" de_lowest_kcal_mol=40.6
C -0.198569 3.160474 -0.954885 -1.78 -1.97 -1.02
N -0.270312 -0.088429 -0.577765 0.16 -0.01 3.22
F -0.565801 3.461101 -2.244006 0.62 0.02 1.36
S -1.528955 0.950162 -0.668994 0.99 1.96 -0.13
Cl 1.420907 2.705056 -0.777121 0.55 -0.36 -0.35
Cl -0.664411 4.340837 0.181619 -0.52 0.40 0.10
H -0.091828 -0.609217 0.306077 -0.31 1.22 -0.53
H -0.121796 -0.738551 -1.265875 0.29 -1.26 -2.65

=====

Entry 2:
11
Properties=species:S:1:pos:R:3:forces:R:3 method="wB97M-V/def2-TZVPD" homo_energy_ev=-8.1 orbital_gap_ev=7.692 de_lowest_kcal_mol=116.9
C -1.877667 -0.072201 0.500861 -1.65 2.56 0.91
C -0.805986 -0.844025 0.442032 1.93 -0.46 -0.12
C -1.489091 1.281760 0.059914 -1.61 0.21 -0.06
N 0.241228 -0.103764 -0.147255 1.35 -2.62 0.42
N -0.249804 1.181474 -0.317793 2.35 1.67 -1.28
S 1.974862 -0.842730 -0.246255 -2.33 0.13 -0.41
S 3.334345 0.402973 0.152746 0.73 0.80 0.33
H -2.848276 -0.223169 1.031419 1.11 -0.21 -0.82
H -0.681661 -1.831819 0.898247 0.42 0.37 -0.71
H 0.410168 1.959325 -0.759962 -2.00 -2.52 1.44
H 1.991882 -0.907822 -1.613952 -0.29 0.08 0.29

=====

Entry 3:
50
Properties=species:S:1:pos:R:3:forces:R:3 method="wB97M-V/def2-TZVPD" spin_multiplicity=5 homo_energy_ev="-11.3 / -11.3" charge=+1 orbital_gap_ev="8.729 / 5.143" de_lowest_kcal_mol=11.2 s_squared=6.060
Co 1.660659 0.142060 -1.066084 -0.12 1.28 -0.12
C 2.880920 1.544472 -2.912255 -0.35 0.24 -0.01
C 1.936896 2.643285 -2.424377 0.26 0.08 -0.08
N 0.762311 2.044544 -1.768600 0.41 -0.48 0.00
C 0.175342 2.916661 -0.738848 -0.05 0.28 0.47
C 1.146402 3.331192 0.363478 -0.08 -0.23 -0.20
C -0.261595 1.621491 -2.745003 -0.12 -0.25 0.03
C -0.864859 0.252017 -2.392918 -0.26 0.52 -0.37
N 0.213913 -0.647438 -2.095354 -0.21 -1.02 -0.36
C 0.158521 -1.976890 -2.242042 -0.13 -0.09 -0.04
C 1.373508 -2.687484 -2.057511 0.61 0.27 0.33
F 2.461040 -1.900363 -1.765911 -0.41 -0.77 -0.22
C 1.478921 -4.058670 -2.135797 0.27 0.40 0.09
F 2.653683 -4.651042 -1.945147 -0.23 0.16 -0.03
C 0.347001 -4.819338 -2.409680 -0.04 0.46 -0.03
C -0.859210 -4.163695 -2.609748 -0.20 0.20 0.02
F -1.947286 -4.879543 -2.872797 0.10 0.16 0.04
C -0.971735 -2.782245 -2.528957 -0.51 -0.13 -0.18
F -2.173284 -2.211809 -2.695374 0.50 -0.29 0.09
H 3.822775 1.973650 -3.247500 0.12 -0.15 0.10
H 2.462095 0.977062 -3.742204 0.00 -0.14 0.05
H 3.126405 0.854717 -2.064237 0.53 0.25 -0.47
H 1.632745 3.300671 -3.247605 0.09 -0.02 0.06
H 2.466545 3.248136 -1.686840 -0.10 -0.04 -0.13
H -0.650745 2.361827 -0.289901 -0.03 0.03 -0.06
H -0.229761 3.820878 -1.211511 -0.10 -0.13 -0.06
H 1.753795 2.481497 0.680271 -0.01 0.04 0.09
H 0.574294 3.669898 1.222311 -0.01 0.04 0.09
H 1.794390 4.148557 0.056924 0.05 0.03 0.02
H 0.205454 1.553694 -3.728782 -0.04 -0.01 0.01
H -1.071985 2.355105 -2.804982 0.13 0.03 -0.05
H -1.462255 -0.090344 -3.240713 -0.06 0.03 0.17
H -1.520965 0.340603 -1.517543 0.04 -0.10 -0.03
H 0.401402 -5.892136 -2.464744 0.02 -0.20 -0.02
F -4.047575 0.762130 5.707100 -0.05 0.14 -0.13
C -3.133256 -0.180205 5.993598 -0.05 0.00 -0.05
F -3.804523 -1.333581 6.122276 -0.07 -0.22 -0.01
F -2.624186 0.120434 7.188603 0.24 0.04 0.14
C -2.090615 -0.279151 4.909390 0.08 0.00 -0.03
C -0.745136 -0.039659 5.170330 -0.45 -0.08 0.03
C 0.172576 -0.108025 4.141688 -0.10 -0.11 -0.48
C -0.254410 -0.418384 2.841659 -0.84 -0.02 0.98
C -1.612318 -0.697087 2.600580 0.33 0.12 0.17
C -2.524026 -0.618760 3.628225 0.08 0.07 0.34
C 0.613092 -0.372564 1.741871 1.22 0.39 -1.61
C 1.291022 -0.189235 0.731803 -0.52 -0.75 1.52
H -0.427006 0.205973 6.171469 0.02 0.02 0.07
H 1.216860 0.085756 4.328162 0.10 0.04 -0.01
H -1.933975 -0.947919 1.600981 0.00 -0.02 -0.08
H -3.571865 -0.810746 3.452246 -0.08 -0.03 -0.02

=====

Entry 4:
98
Properties=species:S:1:pos:R:3:forces:R:3 method="wB97M-V/def2-TZVPD" homo_energy_ev=-5.0 charge=-1 orbital_gap_ev=1.138
C -2.181749 -5.458440 0.753649 -0.53 1.00 0.42
C -2.261292 -4.112004 -0.109927 -0.14 -0.66 1.32
O -3.588682 -3.965311 -0.712319 1.60 1.03 -0.29
C -3.546482 -2.762598 -1.536200 -0.29 -0.60 -0.16
C -3.577624 -3.225189 -3.072345 0.02 0.27 0.36
O -2.892986 -2.248607 -3.945385 1.22 -1.16 0.79
C -1.512503 -2.636924 -3.942270 0.20 0.16 0.14
P -0.443681 -1.153682 -4.500967 0.05 -0.37 0.51
C 0.970723 -1.080984 -3.222234 0.40 0.14 0.09
C 0.549177 -0.314397 -1.882560 -0.28 0.89 -0.84
P 1.327034 -0.998373 -0.306903 -3.36 -3.37 3.00
O 0.423658 -2.184335 0.134577 2.68 3.02 -1.53
O 2.893694 -1.632001 -0.501872 -1.67 2.69 -0.90
C 3.754699 -0.803027 -1.319995 0.33 1.44 0.99
C 3.713285 0.757557 -0.991280 0.93 0.22 -0.55
O 1.225301 0.226915 0.866265 0.39 -2.00 -2.33
C 0.034835 0.107052 1.697349 -1.56 0.46 1.72
C -1.345485 0.334597 0.916502 0.57 -0.09 -0.32
H -1.297753 -5.471896 1.470220 -1.02 0.17 -0.98
H -2.058375 -6.391271 0.029290 0.05 1.26 1.16
H -3.156768 -5.660547 1.328067 1.44 0.45 -0.89
H -1.422979 -4.102324 -0.892853 -1.17 0.01 1.00
H -2.151796 -3.204310 0.590957 0.27 -1.32 -0.93
H -4.446420 -2.124482 -1.255462 1.13 -0.74 -0.55
H -2.592462 -2.193493 -1.282890 -1.15 -0.45 -0.55
H -4.646977 -3.286401 -3.447314 1.48 -0.13 0.41
H -2.995740 -4.201231 -3.181968 -1.28 0.96 0.35
H -1.263707 -3.510571 -4.633638 -0.48 1.11 0.59
H -1.153845 -2.953049 -2.892820 -0.36 0.71 -1.35
H 0.082533 -1.340553 -5.828614 0.01 0.18 1.25
H -1.151899 0.089084 -4.383368 0.49 -0.85 -0.10
H 1.226103 -2.181475 -3.007537 -0.17 1.61 -0.31
H 1.870816 -0.515791 -3.659753 -1.34 -1.14 0.37
H -0.587797 -0.410188 -1.732566 1.76 -0.12 0.26
H 0.728470 0.816966 -1.991247 -0.13 -1.70 0.11
H 3.625298 -1.009750 -2.450339 0.06 0.16 1.57
H 4.856149 -1.155351 -1.086775 -3.11 1.32 1.02
H 3.984488 1.005761 0.087936 -0.58 -0.60 -1.37
H 4.534351 1.243269 -1.638774 -1.20 -0.67 0.86
H 2.747440 1.283333 -1.269029 1.12 -0.79 0.41
H 0.112110 0.963340 2.461047 0.34 -1.19 -1.31
H 0.031449 -0.847810 2.326751 0.07 1.24 -1.23
H -1.814267 -0.610990 0.496467 0.73 1.02 0.71
H -1.132577 1.019699 0.028004 -0.45 -0.58 1.31
H -2.097175 0.817947 1.619182 0.94 -0.62 -0.98
Br -2.508511 -7.152173 -1.544604 -0.19 -0.79 -1.30
N -2.188635 2.405681 3.829519 0.04 0.82 -0.81
H -1.393094 2.795258 3.314724 -0.15 0.11 0.03
H -2.444465 3.036738 4.588787 0.18 -0.31 -0.04
H -2.982234 2.294759 3.195856 0.16 0.06 0.11
H -1.927483 1.478406 4.224113 0.03 -1.82 1.70
O -1.881863 -0.001310 5.408492 0.04 0.99 -1.63
H -2.157454 0.235183 6.291597 -0.04 0.22 0.40
Al 5.895318 -1.909566 -2.223481 3.53 -2.00 -2.35
Br 8.383658 -2.922751 -2.937657 -1.11 0.48 0.40
F -4.641646 -0.778681 -7.031465 1.88 -0.47 -0.49
Al -3.057003 -1.272251 -7.641077 -1.29 -0.31 -1.06
F -2.682445 -0.385098 -9.123967 -0.19 -0.90 1.78
F -3.053574 -3.010670 -7.965559 0.24 1.90 0.57
F -1.815801 -0.907777 -6.413338 -0.85 -0.22 -0.68
C -2.862475 6.147543 2.761642 0.26 0.57 0.33
C -3.290756 7.094289 1.650109 -0.55 -0.15 0.09
O -2.392746 6.828400 0.571775 0.39 -0.70 0.41
S -1.975566 5.260115 0.599705 0.66 0.12 -0.70
O -2.810205 4.555078 -0.331069 0.69 0.32 0.84
O -0.549929 5.160881 0.593096 -1.41 -0.01 -0.23
O -2.501851 4.932404 2.101755 -0.30 0.02 -0.44
H -1.979788 6.526845 3.284439 -0.04 0.02 -0.04
H -3.661395 5.967229 3.482415 0.02 -0.18 -0.17
H -3.231863 8.140330 1.949789 0.21 -0.09 -0.18
H -4.305858 6.870291 1.308856 0.01 0.03 0.09
C 7.398120 -7.094287 -4.955381 0.65 -0.40 0.16
C 7.252722 -5.644818 -5.307890 0.61 0.63 0.15
O 5.979987 -5.595421 -5.942445 -0.38 -0.54 0.08
C 5.266152 -6.662573 -5.493624 -1.19 -0.13 -0.24
O 4.095462 -6.828880 -5.698653 1.09 0.16 0.22
O 6.051098 -7.515947 -4.780571 -0.35 0.34 -0.25
H 7.974824 -7.246192 -4.042030 -0.21 -0.06 -0.02
H 7.849912 -7.679128 -5.762252 -0.06 0.02 0.02
H 7.233692 -4.999095 -4.426135 0.05 -0.07 -0.10
H 8.036735 -5.298802 -5.982710 -0.22 0.06 -0.03
C -0.389679 3.882691 8.978115 0.11 0.02 0.09
C -1.477925 3.378671 8.069021 -0.21 -0.99 0.07
O -1.854902 2.218231 8.085586 0.08 0.48 0.09
N -2.049806 4.264666 7.202552 0.21 0.08 -0.02
C -1.749433 5.670009 7.024994 -0.43 -0.21 -0.33
H -0.036461 3.063638 9.604052 -0.15 0.02 -0.17
H 0.450891 4.254996 8.388477 -0.04 0.13 0.11
H -0.776201 4.672343 9.626337 0.14 0.08 -0.07
H -2.770163 3.851372 6.628898 -0.04 0.05 0.28
H -2.659054 6.244198 7.216531 0.16 0.24 0.03
H -1.440413 5.829495 5.989192 0.16 0.29 0.09
H -0.960924 6.009068 7.692561 -0.06 -0.13 -0.07
O 1.998592 5.999012 2.814208 0.06 -0.27 0.16
S 2.644451 4.984395 1.963051 -0.15 0.15 0.18
O 4.043354 4.807978 2.388819 -0.07 0.25 -0.18
O 2.616700 5.420439 0.556302 0.23 -0.35 0.01
O 1.919341 3.706622 2.091486 -0.25 0.06 -0.12

=====

Strongest force on any atom (computed, eV/A): 3.23, 3.53, 2.06, 5.63